The following is a DFT calculation (ωB97M-V/def2-TZVPD) of a 13-piece molecular cluster, C30H84B2Br2F14N7O13S2 overall in a non-equilibrium geometry.

Last column: Löwdin charge in e.
CARTESIAN COORDINATES (ANGSTROEM)
B (-0.52655, 1.15332, -0.63333)  -1.39
F (0.65376, 1.72233, -1.11621)  0.13
F (-0.47639, -0.21183, -0.83307)  0.14
F (-0.68122, 1.54799, 0.72517)  0.10
F (-1.64190, 1.52888, -1.22951)  0.20
B (-4.02692, -1.37558, -4.85876)  -1.55
F (-3.73033, -0.28265, -4.12453)  0.16
F (-3.24457, -1.40503, -5.93515)  0.16
F (-3.72519, -2.45869, -4.12179)  0.16
F (-5.32212, -1.27714, -5.26039)  0.17
C (3.76086, -0.27469, -4.23021)  -0.04
C (2.89171, -0.76950, -3.11843)  -0.26
C (3.29222, -2.18875, -2.48169)  -0.16
O (2.36357, -2.53811, -1.50362)  -0.23
C (2.58946, -3.67224, -0.63667)  -0.07
N (2.77096, 0.33719, -2.06080)  0.25
H (2.05331, 0.13084, -1.38073)  0.11
H (3.65856, 0.53713, -1.62228)  0.16
H (2.60753, 1.21726, -2.52863)  0.08
H (3.22320, 0.54545, -4.70602)  0.09
H (3.86413, -0.95366, -5.07664)  0.10
H (4.73896, 0.09666, -3.92438)  0.10
H (1.90339, -0.91918, -3.55306)  0.13
H (4.31460, -2.12429, -2.10931)  0.13
H (3.27587, -3.03099, -3.17340)  0.12
H (3.44672, -3.75898, 0.03094)  0.09
H (2.57294, -4.59338, -1.21918)  0.07
H (1.70708, -3.67381, 0.00324)  0.07
C (-0.53142, 3.68732, -5.17762)  -0.02
C (-0.94131, 3.09402, -3.75707)  -0.21
C (-1.82722, 4.08655, -2.97075)  -0.18
O (-3.21328, 4.10038, -3.38259)  -0.17
C (-4.09930, 4.28046, -2.27415)  -0.08
N (-1.78040, 1.74749, -3.96278)  0.25
H (-1.95977, 1.46898, -3.00867)  0.11
H (-2.60644, 2.01897, -4.47664)  0.15
H (-1.23982, 1.07670, -4.48996)  0.15
H (-0.15166, 4.69654, -5.01841)  0.09
H (-1.48232, 3.74909, -5.70685)  0.08
H (0.16706, 3.08058, -5.75388)  0.06
H (-0.04939, 2.74421, -3.23725)  0.11
H (-1.36025, 5.07138, -2.98302)  0.13
H (-1.64897, 3.89858, -1.91197)  0.11
H (-5.10158, 4.34250, -2.69804)  0.09
H (-3.94091, 5.16933, -1.66348)  0.09
H (-4.15023, 3.40062, -1.63276)  0.05
C (1.14569, 2.18565, 6.30555)  -0.02
C (1.40618, 3.41758, 7.16582)  -0.31
C (0.15622, 4.27591, 7.27633)  -0.15
O (-0.97197, 3.46893, 7.70960)  -0.19
C (-2.19442, 3.94843, 7.28925)  -0.12
N (2.02889, 3.08880, 8.47180)  0.24
H (3.01553, 2.88762, 8.39327)  0.18
H (1.91784, 3.87663, 9.09397)  0.17
H (1.61959, 2.32410, 8.98930)  0.17
H (0.75419, 2.48572, 5.33355)  0.09
H (0.50991, 1.48157, 6.84235)  0.09
H (2.09575, 1.67158, 6.15987)  0.08
H (2.20248, 4.04702, 6.76854)  0.16
H (-0.14756, 4.75120, 6.34364)  0.14
H (0.34554, 5.07891, 7.98868)  0.13
H (-2.29590, 4.16218, 6.22523)  0.05
H (-2.37444, 4.87484, 7.83463)  0.09
H (-3.01300, 3.25667, 7.48792)  0.10
C (-0.54167, -2.95700, -2.79140)  -0.04
C (0.06449, -3.51188, -4.03128)  -0.24
C (0.37425, -5.06267, -3.87065)  -0.16
O (0.88713, -5.49677, -5.11865)  -0.17
C (0.30871, -6.71347, -5.56210)  -0.10
N (-0.99375, -3.50369, -5.17865)  0.26
H (-1.79928, -4.06616, -4.94447)  0.16
H (-1.29556, -2.58586, -5.47293)  0.14
H (-0.57979, -4.02956, -5.93509)  0.14
H (-0.82785, -1.90587, -2.82743)  0.09
H (0.26471, -2.97223, -2.05817)  0.07
H (-1.34047, -3.57716, -2.38469)  0.10
H (0.89967, -2.89199, -4.35732)  0.14
H (-0.36694, -5.72218, -3.41920)  0.13
H (1.14621, -5.07633, -3.10126)  0.11
H (-0.54939, -6.63726, -6.22990)  0.09
H (-0.06201, -7.45378, -4.85313)  0.09
H (1.13400, -7.28137, -5.99160)  0.10
C (-3.47076, -1.19031, 0.38610)  -0.04
C (-3.40493, -0.27121, 1.62008)  -0.21
C (-2.15239, -0.46856, 2.57354)  -0.14
O (-2.38933, 0.22941, 3.84098)  -0.19
C (-1.15923, 0.22629, 4.56539)  -0.12
N (-3.44305, 1.18270, 1.01556)  0.22
H (-4.06231, 1.43236, 0.25775)  0.01
H (-3.65762, 1.72983, 1.83696)  0.06
H (-2.52095, 1.34566, 0.63702)  0.08
H (-4.21418, -0.85895, -0.33891)  0.05
H (-3.64127, -2.21899, 0.70365)  0.07
H (-2.49502, -1.22499, -0.09848)  0.06
H (-4.26443, -0.28062, 2.29034)  0.15
H (-1.20277, -0.20633, 2.10710)  0.09
H (-2.09421, -1.48450, 2.96414)  0.12
H (-0.50670, 0.90534, 4.01659)  0.07
H (-0.64818, -0.70534, 4.80825)  0.08
H (-1.28817, 0.69719, 5.53993)  0.08
C (-1.76295, -7.52890, 3.63439)  -0.04
C (-1.69797, -8.34929, 2.36991)  -0.28
C (-1.06601, -7.53598, 1.20275)  -0.13
O (-1.59889, -6.13882, 1.30139)  -0.17
C (-0.79091, -5.19917, 0.61903)  -0.09
N (-0.91402, -9.64662, 2.71549)  0.24
H (-1.32527, -10.48177, 2.32368)  0.17
H (0.03503, -9.53805, 2.38745)  0.16
H (-0.81996, -9.77768, 3.71252)  0.16
H (-2.24447, -7.93714, 4.52297)  0.10
H (-2.49193, -6.76177, 3.37323)  0.10
H (-0.77914, -7.14509, 3.90437)  0.11
H (-2.70220, -8.66923, 2.09194)  0.16
H (-1.26515, -8.07436, 0.27615)  0.13
H (0.01475, -7.66048, 1.27040)  0.12
H (-0.09762, -5.66660, -0.08023)  0.08
H (-0.27847, -4.57744, 1.35317)  0.09
H (-1.44128, -4.50123, 0.09179)  0.09
C (0.12448, 5.98929, 0.68623)  -0.04
C (1.09970, 4.84424, 0.83113)  -0.30
C (2.55272, 5.34016, 0.99929)  -0.09
O (3.35719, 4.18249, 1.36900)  -0.18
C (3.65565, 3.14180, 0.55940)  -0.15
N (0.72865, 3.96857, 2.03373)  0.23
H (0.62107, 4.65859, 2.76340)  0.13
H (-0.19973, 3.60297, 1.87703)  0.04
H (1.32966, 3.22424, 2.35756)  0.07
H (0.35278, 6.34006, -0.32022)  0.09
H (0.12416, 6.84680, 1.35911)  0.10
H (-0.86957, 5.56577, 0.54275)  0.06
H (1.02777, 4.13189, 0.00925)  0.14
H (2.70356, 6.04434, 1.81750)  0.13
H (2.84641, 5.76440, 0.03914)  0.13
H (2.74585, 2.57358, 0.36583)  0.06
H (4.37018, 2.41757, 0.95058)  0.09
H (4.12283, 3.43139, -0.38186)  0.08
C (3.43950, 4.47297, -5.34546)  -0.58
F (2.59064, 3.66484, -5.93895)  0.13
F (4.72191, 4.00708, -5.56470)  0.08
F (3.31105, 5.77540, -5.76869)  0.11
S (3.23175, 4.35503, -3.43683)  0.55
O (4.59438, 4.36452, -2.85067)  -0.36
O (2.38062, 5.51484, -3.00125)  -0.36
O (2.65799, 3.02689, -3.13659)  -0.40
C (2.42314, -0.75246, 1.75507)  -0.57
F (1.11567, -1.03765, 1.58351)  0.12
F (3.11964, -1.86986, 1.94349)  0.13
F (3.00606, -0.08842, 0.71873)  0.08
S (2.62786, 0.44170, 3.34658)  0.54
O (4.01329, 0.43271, 3.82271)  -0.33
O (2.14522, 1.79395, 2.99462)  -0.36
O (1.77476, -0.22819, 4.34763)  -0.37
Br (-2.78321, 4.29037, 2.96907)  -0.51
Br (-6.54110, 1.25844, -0.86054)  -0.61

## Properties
charge: +1
DFT total energy: -9947.026517 Eh
molar mass: 1262.6 Da
HOMO-LUMO gap: 3.1485 eV